46
Properties=species:S:1:pos:R:3:nbo_charge:R:1 method="wB97M-V/def2-TZVPD" orbital_gap_ev="6.975 / 6.505" energy_ha=-4440.4430 charge=-2 s_squared=6.0112 multiplicity=5 fmax_ha_per_bohr=0.0462
Fe 0.51894 -0.46520 -0.16601 1.560
C -3.26550 -1.16886 0.41020 -0.626
C -1.95291 -1.70764 0.99035 0.100
C -2.17433 -3.00311 1.78575 -0.623
O -0.93756 -1.79740 0.04441 -0.981
H -3.10445 -0.27440 -0.19784 0.209
H -3.96651 -0.92313 1.21593 0.177
H -3.70181 -1.89298 -0.29344 0.185
H -1.62504 -0.96612 1.75024 0.137
H -1.30506 -3.17426 2.42343 0.200
H -2.28284 -3.87911 1.13803 0.193
H -3.05853 -2.88503 2.42104 0.175
C 2.89865 0.58567 2.46037 -0.625
C 2.38306 -0.79096 2.08808 0.113
C 1.16010 -1.14491 2.91600 -0.648
O 2.18702 -0.94033 0.73592 -0.954
H 3.75290 0.86729 1.84057 0.206
H 3.25129 0.58396 3.50326 0.172
H 2.13167 1.35828 2.34495 0.197
H 3.16309 -1.53189 2.37867 0.106
H 1.43036 -1.24258 3.97993 0.175
H 0.71982 -2.07790 2.57290 0.218
H 0.42846 -0.32969 2.89585 0.209
C 1.98283 -1.02498 -4.40466 0.670
F 0.92786 -0.35301 -4.89736 -0.337
F 2.46904 -1.78634 -5.41212 -0.346
F 2.92500 -0.12726 -4.09646 -0.325
S 1.51318 -2.07033 -2.96873 2.395
O 0.59671 -3.00685 -3.54874 -0.978
O 2.77491 -2.59096 -2.54500 -0.967
O 0.90337 -1.06805 -2.09911 -1.054
C -0.41503 2.25801 -2.71248 0.720
F -1.41404 3.15684 -2.60498 -0.330
F -0.92780 1.03816 -2.78870 -0.291
F 0.26580 2.51884 -3.82546 -0.313
S 0.73067 2.41593 -1.25928 2.226
O 1.89615 1.67838 -1.61069 -0.898
O 0.83678 3.81405 -1.04161 -0.920
N -0.10113 1.51083 -0.13003 -1.274
S -0.65127 2.32939 1.14589 2.248
O -1.15123 1.39432 2.10315 -0.934
O 0.18031 3.37713 1.64842 -0.923
C -2.19662 3.18273 0.55567 0.710
F -3.02991 3.34835 1.59272 -0.323
F -1.94770 4.37164 0.01323 -0.313
F -2.81871 2.43347 -0.35227 -0.316